Record 1
Molecular formula: C6H13N2O
Method: DFT, ωB97M-V/def2-TZVPD

Element x y z (Å)
C  -1.43178  2.55969  -0.55814
C  -1.19752  1.53881  0.61424
N  -0.31363  0.41229  0.18873
C  -0.51118  -0.93244  0.37778
N  0.61844  -1.65266  0.15129
C  0.61188  -3.17059  0.28023
C  1.73004  -0.86477  -0.15171
C  1.17404  0.56663  -0.02676
O  1.69390  1.03161  1.10540
H  -0.42269  3.02961  -0.63459
H  -1.89627  2.03061  -1.50638
H  -2.05829  3.38137  -0.19484
H  -2.14942  1.04562  0.80184
H  -0.68046  1.96884  1.42654
H  -1.48368  -1.44635  0.56355
H  0.43767  -3.72687  -0.60632
H  1.54013  -3.43739  0.76744
H  -0.22934  -3.43361  0.90138
H  2.10417  -1.11852  -1.12544
H  2.45903  -0.97545  0.61135
H  1.30596  1.27341  -0.92993
H  1.14749  1.71530  1.46858

Properties
**HOMO**: -0.509 Ha
**SMILES**: CC[N+]1=CN(C)C[C@@H]1O
**Energy relative to the best compared isomer or geometry (same formula, charge and spin)**: 1.608 eV
**2S+1**: 1
**Charge**: +1
**Max |F|**: 5.3 eV/Å
**Total energy**: -11453.1058 eV

Record 2
Molecular formula: C4H7NO
Method: DFT, ωB97M-V/def2-TZVPD

Element x y z (Å)
C  -2.70741  -0.15878  0.11747
N  -1.52422  0.29313  -0.29711
O  -0.62967  -0.59221  -0.00638
C  0.61408  -0.06559  -0.41328
C  1.87594  -0.60837  -0.02846
C  1.35123  0.64986  0.40057
H  -2.63883  -1.01880  1.00410
H  -3.60885  0.60616  -0.22987
H  0.26594  0.49620  -1.50830
H  1.81303  -1.64391  0.46274
H  2.62227  -0.39755  -0.82396
H  1.74190  1.44955  0.00189
H  0.82459  0.99032  1.32059

Properties
**HOMO**: -0.337 Ha
**SMILES**: C=NOC1CC1
**Energy relative to the best compared isomer or geometry (same formula, charge and spin)**: 7.046 eV
**2S+1**: 1
**Charge**: 0
**Max |F|**: 11.8 eV/Å
**Total energy**: -7792.5980 eV

Record 3
Molecular formula: C3H10O2
Method: DFT, ωB97M-V/def2-TZVPD

Element x y z (Å)
C  -0.28033  1.38455  -0.14111
C  -0.23689  -0.11141  -0.02994
O  -0.29886  -0.26808  1.39788
C  -0.50372  -1.59096  1.72555
H  -1.28107  1.65650  0.23464
H  -0.14894  1.82592  -1.14337
H  0.47800  1.81439  0.53477
H  0.66230  -0.54129  -0.51171
H  -1.12528  -0.53679  -0.53516
H  -1.41915  -2.04267  1.30774
H  -0.59232  -1.56908  2.82477
H  0.35691  -2.22537  1.45453
O  1.12555  0.51805  -2.37570
H  2.04412  0.19912  -2.22482
H  1.21969  1.48713  -2.51806

Properties
**HOMO**: -0.355 Ha
**SMILES**: CCOC.O
**Energy relative to the best compared isomer or geometry (same formula, charge and spin)**: 1.069 eV
**2S+1**: 1
**Charge**: 0
**Max |F|**: 1.8 eV/Å
**Total energy**: -7367.0078 eV

Record 4
Molecular formula: C10H11Br2N
Method: DFT, ωB97M-V/def2-TZVPD

Element x y z (Å)
C  0.16099  0.27137  -2.81762
C  0.86117  -0.94914  -2.73917
C  -0.03520  1.14014  -1.69996
C  1.23278  -1.50254  -1.55723
C  0.30671  0.51673  -0.51177
C  0.84096  -0.80778  -0.43547
C  0.09984  1.03971  0.92573
C  0.10600  -0.36224  1.67778
C  -1.05354  1.94316  1.09305
C  -1.16338  -1.09139  1.72063
N  0.99667  -1.19383  0.85544
Br  1.75778  2.01150  1.23795
Br  0.80948  -0.02874  3.47836
H  -0.01933  0.55033  -3.91834
H  1.04277  -1.47935  -3.65513
H  -0.31284  2.18125  -1.82699
H  1.61635  -2.50711  -1.54808
H  -1.94961  1.49147  0.57872
H  -0.80952  2.89213  0.71139
H  -1.30663  2.05478  2.17996
H  -0.94754  -2.16045  1.67421
H  -1.67683  -0.95536  0.75236
H  -1.68635  -0.90872  2.61575
H  1.12926  -2.14594  1.20844

Properties
**HOMO**: -0.288 Ha
**Energy relative to the best compared isomer or geometry (same formula, charge and spin)**: 0.311 eV
**2S+1**: 1
**Charge**: 0
**Max |F|**: 3.0 eV/Å
**Total energy**: -152122.9897 eV

Record 5
Molecular formula: H25O12
Method: DFT, ωB97M-V/def2-TZVPD

Element x y z (Å)
O  0.11071  1.66358  -0.59410
H  -3.68675  1.76851  -2.85354
H  -0.55310  -4.89925  0.15935
O  1.42081  0.50894  3.97936
H  1.95155  -0.25950  4.21568
H  0.77451  1.10167  0.19568
O  0.94101  -2.13356  -0.68455
H  -0.82370  0.29228  3.55345
O  2.60576  -0.65827  -2.29778
H  0.25011  -1.73615  -1.29155
H  3.09354  -0.86726  -3.11128
O  0.11247  -0.32408  -2.39218
H  -0.45194  -0.53097  -3.13047
H  1.06349  -0.10439  -2.59101
O  -2.72887  1.80654  -2.79470
H  1.38249  3.97792  -2.80989
H  -2.43066  1.40943  -3.61009
O  1.30019  0.37783  1.14258
H  0.56652  -1.99990  0.17549
H  -0.69995  1.83591  -0.08214
O  -1.03829  -4.08955  -0.11330
H  -2.02946  -4.32147  -0.09833
H  2.12402  1.16776  4.18668
O  -0.95409  1.03200  2.95812
H  0.83472  -0.46353  1.28589
H  -1.28852  1.83048  3.37535
O  -0.09450  -2.32757  1.82217
H  0.51276  -2.88123  2.32234
H  -0.74462  -2.87823  1.41176
O  1.92166  3.93406  -1.99520
H  2.34995  -1.45841  -1.81843
H  -0.21211  0.92674  -1.17181
O  -2.35795  1.37162  0.51018
H  1.27817  0.76346  2.09944
H  -3.28912  1.48210  0.22738
H  1.24024  3.34298  -1.67636
H  -2.45102  1.33953  1.49581

Properties
**HOMO**: -0.494 Ha
**Energy relative to the best compared isomer or geometry (same formula, charge and spin)**: 1.028 eV
**2S+1**: 1
**Charge**: +1
**Max |F|**: 2.4 eV/Å
**Total energy**: -24970.0033 eV

Record 6
Molecular formula: C2H44IN3O19P
Method: DFT, ωB97M-V/def2-TZVPD

Element x y z (Å)
C  1.48366  -1.55715  -0.54412
P  0.13822  -2.69489  -1.00088
O  -0.66417  -3.02665  0.38695
N  -0.89685  -1.63144  -1.99776
C  -1.78722  -0.90002  -1.27111
N  -3.09278  -1.17797  -1.33102
N  -1.28317  0.06556  -0.55537
I  -2.38625  1.35574  0.57434
H  1.55193  -0.71189  -1.21445
H  2.42993  -2.08577  -0.61660
H  1.37253  -1.16755  0.46219
H  -0.57953  -3.99058  0.51688
H  -1.40606  -2.24131  -2.62923
H  -3.19920  -2.15479  -1.58721
H  -3.55238  -1.07857  -0.42559
H  -0.27500  0.19716  -0.55497
O  2.28948  0.50440  -3.00829
H  2.42232  0.55053  -3.96332
H  1.38892  0.17680  -2.91335
O  4.43999  -2.79293  -0.79058
H  4.89994  -2.15593  -1.35185
H  4.86270  -2.68625  0.06868
O  3.33712  3.19745  -1.62122
H  2.99148  2.37509  -1.98616
H  2.96193  3.23186  -0.73051
O  -6.33222  -1.17451  -1.68251
H  -6.18339  -0.58429  -2.43382
H  -5.45243  -1.33180  -1.33117
O  1.33990  1.97246  0.00572
H  1.17601  1.92938  0.95682
H  0.83080  2.73920  -0.28854
O  -1.30116  4.73671  1.12601
H  -1.89406  4.01596  0.89941
H  -1.45307  4.89368  2.06889
O  4.84433  0.34738  -1.01368
H  3.99847  0.32255  -1.47610
H  5.03129  1.28794  -0.91064
O  -2.10788  2.06367  -2.96285
H  -1.26358  2.41899  -3.26411
H  -1.90326  1.57191  -2.16062
O  -4.74946  -0.56198  -4.59672
H  -4.26820  0.05442  -5.16098
H  -4.26031  -0.54209  -3.76761
O  0.22095  -5.91618  -1.25662
H  0.32700  -6.84617  -1.00787
H  -0.42998  -5.93395  -1.96585
O  -7.12635  0.30960  1.10379
H  -6.90474  -0.31240  0.39978
H  -8.02540  0.07375  1.35523
O  3.92080  5.80541  0.09741
H  3.99996  5.12592  -0.58391
H  3.03301  6.16245  -0.02127
O  1.52535  -7.93868  0.51798
H  1.65299  -7.10792  0.98840
H  2.24499  -8.49745  0.83010
O  0.10775  4.60880  3.44068
H  0.63837  5.15505  2.85150
H  0.61750  4.58123  4.26794
O  1.81037  5.07472  5.63745
H  2.26841  5.91908  5.70841
H  2.28962  4.48732  6.23150
O  -2.65233  -4.01369  2.37620
H  -2.14302  -3.40723  1.83445
H  -2.22422  -3.96876  3.24287
O  3.41036  4.10566  2.43118
H  3.57604  4.77067  1.74475
H  4.23914  4.05400  2.91777
O  -0.30829  -3.50318  3.74923
H  -0.11188  -2.92443  3.00389
H  0.54434  -3.62412  4.18205

Properties
**HOMO**: -0.461 Ha
**2S+1**: 1
**Charge**: +1
**Max |F|**: 2.9 eV/Å
**Total energy**: -63544.9197 eV

Record 7
Molecular formula: C17H33AlF5NO5P
Method: DFT, ωB97M-V/def2-TZVPD

Element x y z (Å)
N  -2.27594  -3.24797  1.68014
P  -0.95212  -2.67154  1.04450
O  -1.33280  -1.16482  0.41951
O  -0.43990  -3.61446  -0.25605
Al  0.69635  -2.68423  2.74401
C  1.94019  -1.03014  2.72608
F  3.27215  -1.36738  2.53022
F  1.88970  -0.45822  4.01057
C  1.44959  -0.02564  1.71231
C  1.88093  -0.12175  0.40201
C  1.36573  0.78541  -0.50774
C  0.45347  1.72889  -0.11015
C  0.05542  1.82428  1.20468
C  -0.92907  2.87127  1.67358
F  -0.27048  3.83525  2.36259
F  -1.65178  3.41713  0.67853
F  -1.82250  2.33797  2.53739
C  0.54743  0.93413  2.13502
H  -2.99589  -2.53530  1.56961
H  -1.80901  -1.20394  -0.42552
H  -0.46339  -3.06763  -1.05238
H  -0.02703  -2.84829  4.16536
H  1.63868  -3.96499  2.46873
H  2.59201  -0.88260  0.09276
H  1.67746  0.70873  -1.55788
H  0.04874  2.40427  -0.86323
H  0.25102  0.95324  3.18121
C  2.55182  -1.15526  -5.92414
C  2.16466  -0.09124  -4.90788
C  2.43609  1.30705  -5.44229
O  2.89218  -0.29341  -3.69940
H  3.62032  -1.10090  -6.15094
H  2.35957  -2.15231  -5.52551
H  1.99250  -1.03722  -6.85433
H  1.10594  -0.18956  -4.65911
H  3.50100  1.43864  -5.65393
H  2.16158  2.05910  -4.70129
H  1.87337  1.49758  -6.35827
H  3.83092  -0.21104  -3.89856
C  -0.54685  3.09755  6.82710
C  -0.82253  1.67850  6.34955
C  -0.55576  0.66190  7.44947
O  -0.00840  1.38527  5.22207
H  0.50163  3.20927  7.11875
H  -0.73430  3.81314  6.02484
H  -1.17535  3.35772  7.68186
H  -1.85966  1.59830  6.01988
H  0.49245  0.69611  7.76028
H  -0.74949  -0.34877  7.08867
H  -1.18454  0.84909  8.32317
H  0.91514  1.44820  5.49131
C  -2.42964  -2.18099  -4.98367
C  -2.84550  -1.14759  -3.94777
C  -2.57885  0.26714  -4.44022
O  -2.13497  -1.37388  -2.73340
H  -1.35743  -2.11008  -5.19076
H  -2.61798  -3.18957  -4.61381
H  -2.97443  -2.04447  -5.91984
H  -3.90589  -1.26292  -3.71972
H  -1.51137  0.41501  -4.63013
H  -2.87300  0.99658  -3.68453
H  -3.12803  0.47614  -5.36035
H  -1.19419  -1.27476  -2.92294

Properties
**HOMO**: -0.159 Ha
**2S+1**: 1
**Charge**: -1
**Max |F|**: 1.8 eV/Å
**Total energy**: -59368.2287 eV

Record 8
Molecular formula: C12H17BClF4IN2O6
Method: DFT, ωB97M-V/def2-TZVPD

Element x y z (Å)
O  2.54898  2.96898  -4.01428
C  1.56586  2.34307  -4.49827
O  1.37475  0.98340  -4.11514
C  -0.01610  0.58596  -4.19431
C  -0.94533  1.26653  -3.05962
N  -0.59503  0.85832  -1.65386
C  -0.77231  -0.63969  -1.45327
C  -0.44632  -1.09879  0.06348
F  0.78009  -0.47832  0.50158
C  -0.51184  -2.68874  0.23853
C  0.80236  -3.36662  0.86117
C  1.06474  -4.72961  -0.01010
I  2.52660  -4.17143  -1.57776
N  -1.55024  -0.52683  0.91009
C  -1.56015  0.96026  0.77288
F  -2.78067  1.41172  1.42352
C  -1.63284  1.49789  -0.73759
Cl  -1.48496  3.32402  -0.66139
H  0.90482  2.91519  -5.23554
H  -0.08062  -0.56049  -4.18005
H  -0.48775  0.90312  -5.20555
H  -2.02869  0.93177  -3.29505
H  -0.91748  2.39163  -3.24759
H  0.37137  1.17408  -1.42504
H  -1.88581  -0.83659  -1.67023
H  -0.09594  -1.26262  -2.13045
H  -1.38312  -2.93231  0.95824
H  -0.82767  -3.15295  -0.77484
H  0.62302  -3.72942  1.93634
H  1.75770  -2.75482  0.76706
H  0.09225  -5.11042  -0.50894
H  1.43834  -5.58513  0.64481
H  -1.26620  -0.73566  1.89482
H  -0.67115  1.40183  1.36032
H  -2.65473  1.15042  -1.15295
B  1.23896  3.04538  4.96982
O  2.16698  1.99480  4.51159
C  1.45804  0.88292  4.34875
O  1.91824  -0.17379  3.97686
C  0.05532  1.14258  4.68520
O  -0.85111  0.33858  4.64105
O  -0.08948  2.40998  5.05229
F  1.21110  4.12455  4.02591
F  1.63600  3.52726  6.25750

Properties
**HOMO**: -0.332 Ha
**2S+1**: 1
**Charge**: 0
**Max |F|**: 5.6 eV/Å
**Total energy**: -60155.5001 eV